1.
# C45H87IN5O6

3 unconnected molecules or ions with the total composition C45H87IN5O6 in a non-equilibrium geometry (the ωB97M-V functional and the def2-TZVPD basis, the Open Molecules 2025 dataset).

Values from the calculation:
- charge = +1
- LUMO (spin up / spin down) (eV) = -2.27 / -2.27
- spin multiplicity = 3
- highest occupied orbital energy (spin up / spin down) (eV) = -9.69 / -10.66
- ⟨S²⟩ = 2.0083

Last column: Mulliken spin population.
Cartesian coordinates (Å):
C -2.1129 -4.6552 -0.6172  0.0000
C -1.6603 -3.5578 -0.6841  0.0005
C -1.2804 -2.1538 -0.8660  -0.0085
C -2.4214 -1.2568 -1.4507  0.0045
C -1.9510 -0.6052 -2.7825  -0.0348
O -2.3086 -1.4055 -3.8833  0.0015
C -1.2389 -2.0771 -4.5479  -0.0381
C -1.3666 -3.6045 -4.4026  0.0040
O -0.1395 -4.2301 -4.6343  0.0004
C 0.7299 -4.2028 -3.5088  -0.0037
C 0.9538 -5.5939 -2.9428  -0.0007
O 2.0337 -5.4969 -2.0282  0.0003
C 1.7603 -5.9614 -0.7174  0.0000
C 2.0693 -7.4549 -0.5544  0.0000
N -3.6573 -2.0079 -1.7117  -0.0002
C -4.6133 -1.0573 -1.6932  0.0002
N -5.5274 -0.8557 -2.6068  0.0000
C -6.5213 0.2066 -2.5101  0.0000
C -6.8252 0.8217 -3.8775  0.0000
C -8.2209 1.4444 -3.8487  0.0000
I -5.3922 2.3863 -4.2384  0.0000
N -4.4745 -0.2525 -0.5530  0.0000
C -5.3011 -0.9394 0.5009  0.0000
C -4.8034 -0.7066 1.9275  0.0000
C -5.9998 -0.8049 2.8846  0.0000
C -3.7771 -1.8055 2.3412  0.0000
C -2.9834 -0.2539 -0.3669  0.0001
C -2.5044 1.1987 -0.5235  -0.0001
C -0.9852 1.3545 -0.4114  -0.0001
C -0.4752 1.4571 1.0287  0.0006
C 1.0458 1.7127 1.0573  -0.0002
C 1.8806 0.4677 0.8078  0.0017
O 2.1566 -0.2275 2.0178  0.0001
C 1.7378 -1.5886 2.0071  0.0000
C 2.1851 -2.2292 3.3193  0.0000
H -2.4532 -5.6597 -0.4823  0.0000
H -0.3822 -2.0830 -1.4859  0.0069
H -0.9869 -1.7818 0.1222  0.0003
H -0.8803 -0.4035 -2.7296  0.0336
H -2.4356 0.3653 -2.9130  0.0007
H -1.3395 -1.8422 -5.6106  -0.0009
H -0.2511 -1.7111 -4.2494  0.0433
H -1.8012 -3.8519 -3.4231  0.0000
H -2.0528 -3.9567 -5.1768  0.0002
H 1.6697 -3.7238 -3.7815  0.0018
H 0.2734 -3.5928 -2.7154  -0.0008
H 1.2314 -6.2750 -3.7534  -0.0001
H 0.0361 -5.9529 -2.4654  0.0000
H 2.3885 -5.3956 -0.0246  0.0000
H 0.7207 -5.7485 -0.4397  0.0000
H 1.9372 -7.9647 -1.5102  0.0000
H 3.0934 -7.5992 -0.2135  0.0000
H 1.3809 -7.9133 0.1581  0.0000
H -3.6383 -2.6579 -2.4898  0.0000
H -5.5192 -1.4770 -3.4049  0.0000
H -6.1361 0.9879 -1.8555  0.0000
H -7.4436 -0.1525 -2.0414  0.0000
H -6.7397 0.0802 -4.6715  0.0000
H -8.4424 1.9922 -4.7598  0.0000
H -8.9458 0.6397 -3.6906  0.0000
H -8.2919 2.1007 -2.9782  0.0000
H -5.4186 -2.0138 0.3211  0.0000
H -6.3084 -0.5159 0.4212  0.0000
H -4.3575 0.2818 2.0566  0.0000
H -6.7533 -0.0395 2.6937  0.0000
H -6.4445 -1.8022 2.8458  0.0000
H -5.6302 -0.6722 3.9036  0.0000
H -3.6323 -2.5244 1.5286  0.0000
H -4.1364 -2.3733 3.1976  0.0000
H -2.7892 -1.3874 2.5446  0.0000
H -2.6285 -0.5157 0.6267  -0.0001
H -2.8279 1.5874 -1.4929  0.0001
H -3.0251 1.8145 0.2141  0.0000
H -0.7019 2.2778 -0.9263  -0.0001
H -0.4380 0.5551 -0.9167  0.0020
H -0.9648 2.2782 1.5557  0.0008
H -0.6703 0.5113 1.5508  0.0000
H 1.3535 2.2235 1.9699  0.0009
H 1.2643 2.4066 0.2351  -0.0002
H 2.8485 0.7731 0.3909  -0.0011
H 1.4236 -0.2015 0.0683  -0.0023
H 0.6411 -1.5893 1.9358  0.0000
H 2.1837 -2.1183 1.1566  0.0000
H 2.4872 -3.2657 3.1613  0.0000
H 1.3712 -2.2439 4.0450  0.0000
H 3.0214 -1.6540 3.7131  0.0000
C 5.1526 1.2498 -3.6629  0.0132
C 3.7371 0.7544 -3.2644  0.0021
C 3.7485 -0.0456 -1.9531  0.0352
C 4.1424 -1.5200 -2.0523  -0.0167
C 3.3923 -2.2010 -3.1947  0.0253
C 3.5745 -1.4701 -4.5270  0.0233
N 3.1380 -0.0442 -4.3776  0.4350
O 1.8426 0.0170 -4.3374  0.4829
C 5.0424 -1.6050 -4.9643  0.0120
C 2.7665 -2.1346 -5.6391  -0.0117
C 2.9249 2.0225 -3.0146  -0.0177
H 5.5667 0.7269 -4.5178  -0.0110
H 5.1183 2.2966 -3.9632  -0.0004
H 5.8598 1.1592 -2.8381  -0.0003
H 2.7373 -0.0116 -1.5308  0.0005
H 4.3946 0.4623 -1.2349  -0.0007
H 5.2229 -1.6300 -2.1694  -0.0010
H 3.8918 -2.0145 -1.1112  -0.0005
H 3.7291 -3.2344 -3.2975  0.0008
H 2.3402 -2.2344 -2.9470  0.0068
H 5.2222 -1.0728 -5.8993  -0.0082
H 5.2629 -2.6598 -5.1292  -0.0001
H 5.7571 -1.2533 -4.2254  -0.0008
H 1.7072 -2.2055 -5.4064  0.0089
H 3.1403 -3.1467 -5.7985  -0.0002
H 2.8738 -1.5832 -6.5740  -0.0020
H 2.7810 2.5893 -3.9345  -0.0003
H 3.4758 2.6457 -2.3091  -0.0002
H 1.9465 1.8123 -2.5847  0.0141
C 3.3640 3.7959 6.8720  0.0240
C 2.2656 3.9379 5.7842  0.0187
C 2.7774 4.6963 4.5471  0.0283
C 2.7756 6.2238 4.6425  -0.0214
C 1.4392 6.7317 5.1802  0.0267
C 1.0684 6.0803 6.5108  0.0192
N 1.0488 4.5888 6.3619  0.3863
O -0.0135 4.2200 5.7185  0.5466
C 2.0659 6.5543 7.5816  0.0140
C -0.2972 6.5603 6.9866  -0.0102
C 1.9473 2.5124 5.3492  -0.0233
H 3.1890 4.4159 7.7439  -0.0121
H 3.3909 2.7753 7.2535  -0.0030
H 4.3538 4.0354 6.4820  0.0003
H 2.1461 4.4245 3.6941  -0.0009
H 3.7800 4.3370 4.3087  0.0033
H 3.6056 6.5743 5.2603  -0.0004
H 2.9457 6.6395 3.6475  0.0022
H 1.4715 7.8147 5.3159  0.0003
H 0.6530 6.5337 4.4446  0.0055
H 1.8518 6.0935 8.5470  -0.0079
H 1.9701 7.6343 7.6955  0.0002
H 3.1057 6.3628 7.3324  0.0000
H -1.0773 6.3765 6.2510  0.0011
H -0.2542 7.6336 7.1711  0.0003
H -0.5784 6.0669 7.9178  -0.0013
H 1.4803 1.9432 6.1535  -0.0094
H 2.8759 2.0078 5.0774  0.0010
H 1.2896 2.4801 4.4821  0.0109



2.
# C45H90O45

15 unconnected molecules or ions with the total composition C45H90O45 in a non-equilibrium geometry (the ωB97M-V functional and the def2-TZVPD basis, the Open Molecules 2025 dataset).

Values from the calculation:
- LUMO (eV) = 0.42
- energy above the lowest of the compared OMol25 structures with the same formula, charge and spin (eV) = 0.0000
- highest occupied orbital energy (eV) = -10.46

Last column: Mulliken charge in e.
Cartesian coordinates (Å):
C 0.1338 -8.0347 4.4137  -0.6039
O 0.8933 -7.1425 5.2217  -0.3864
C 0.8024 -5.8444 4.9309  0.7088
O 0.1045 -5.3804 4.0674  -0.4818
O 1.6134 -5.1943 5.7369  -0.3729
C 1.4864 -3.7705 5.8358  0.1221
H -0.1260 -8.8749 5.0500  0.2494
H 0.7104 -8.3447 3.5455  0.2826
H -0.7884 -7.5595 4.0799  0.2480
H 2.0682 -3.4712 6.7023  0.1564
H 0.4518 -3.4767 6.0023  -0.1747
H 1.9351 -3.3086 4.9591  0.1954
C -2.7794 -0.9003 -5.5819  -0.2175
O -1.4221 -1.0724 -5.9448  -0.4575
C -0.5000 -0.6049 -5.1261  0.5145
O -0.7015 -0.0907 -4.0515  0.1690
O 0.6715 -0.8100 -5.6928  -0.4748
C 1.8219 -0.3488 -4.9503  0.0912
H -3.1336 0.0805 -5.9008  0.3213
H -2.8771 -1.0296 -4.5046  -0.2115
H -3.4192 -1.6469 -6.0464  0.2737
H 2.0645 -1.1032 -4.2018  0.0853
H 1.5546 0.5591 -4.4095  -0.0707
H 2.6251 -0.1552 -5.6460  0.1123
C -1.6812 2.7523 -4.2631  -0.3003
O -1.1759 4.0459 -4.6042  -0.3806
C 0.1407 4.1255 -4.7096  0.7104
O 0.9187 3.2036 -4.7164  -0.4648
O 0.4665 5.4047 -4.8809  -0.4059
C 1.8496 5.7294 -4.7502  -0.5207
H -2.7522 2.7953 -4.0946  0.1454
H -1.2002 2.3140 -3.3980  -0.1054
H -1.5245 2.1210 -5.1384  0.4518
H 2.4626 4.8933 -5.0782  0.2931
H 2.0772 5.9773 -3.7150  0.1001
H 2.0382 6.6071 -5.3624  0.2593
C 2.9149 1.1964 3.7687  -0.3725
O 3.1292 0.8884 5.1368  -0.3799
C 3.6367 -0.3046 5.3739  0.9275
O 3.9576 -1.1205 4.5529  -0.5847
O 3.7378 -0.4591 6.7018  -0.3689
C 4.6246 -1.4504 7.1781  -0.7418
H 2.6165 2.2390 3.6716  0.2681
H 2.1480 0.5914 3.2946  -0.0297
H 3.8554 1.1217 3.2159  0.4125
H 5.5964 -1.0092 7.4182  0.2881
H 4.7828 -2.2637 6.4736  0.3629
H 4.2293 -1.8350 8.1168  0.2455
C -2.9100 1.6761 1.4252  0.1611
O -3.4365 2.9241 0.9349  -0.4640
C -3.2595 3.1778 -0.3494  0.6481
O -2.6362 2.5003 -1.1322  0.0448
O -3.9076 4.2949 -0.6389  -0.4645
C -3.7892 4.8003 -1.9659  -0.0531
H -1.8253 1.7228 1.4365  0.0439
H -3.3001 0.8611 0.8133  -0.1672
H -3.3014 1.5400 2.4268  0.2105
H -2.7530 4.9647 -2.2451  -0.1545
H -4.3386 5.7355 -1.9849  0.2271
H -4.2414 4.1246 -2.6952  0.2398
C -5.1915 2.1178 6.6109  -0.7105
O -3.8315 1.8201 6.9011  -0.3818
C -3.0705 1.5446 5.8430  0.7689
O -3.4431 1.5451 4.6933  -0.5860
O -1.8443 1.2942 6.2718  -0.3254
C -0.9227 0.8899 5.2793  -0.3296
H -5.7030 1.1900 6.3502  0.2862
H -5.2901 2.8199 5.7841  0.3210
H -5.6386 2.5673 7.4910  0.2400
H -0.0772 0.3741 5.7295  0.1896
H -0.5187 1.7500 4.7397  0.4170
H -1.3283 0.1979 4.5475  0.0625
C 3.9031 2.1840 -3.3588  -0.5927
O 4.4056 1.6449 -4.5737  0.1481
C 5.6753 1.8947 -4.8479  0.5991
O 6.4610 2.5096 -4.1796  -0.5909
O 5.9490 1.3063 -6.0183  -0.3548
C 7.1959 1.5406 -6.6283  -0.8047
H 2.9727 1.7117 -3.0666  -0.2626
H 3.7962 3.2674 -3.4102  0.4427
H 4.6206 2.0218 -2.5465  0.4659
H 7.2881 0.8213 -7.4365  0.2589
H 8.0119 1.4289 -5.9107  0.3492
H 7.2841 2.5448 -7.0493  0.3246
C 2.7723 -6.0520 -2.3911  -0.7651
O 1.9882 -5.0785 -1.7298  -0.2305
C 0.8407 -4.6776 -2.2723  0.5322
O 0.3275 -5.1147 -3.2684  -0.5863
O 0.3896 -3.7134 -1.4953  0.1954
C -0.8129 -3.0507 -1.8575  -0.2724
H 3.5636 -6.3451 -1.7151  0.2443
H 3.2133 -5.6376 -3.3048  0.2550
H 2.1556 -6.8733 -2.7608  0.3344
H -1.6768 -3.7097 -1.9054  0.5233
H -0.6560 -2.7160 -2.8945  0.2429
H -0.9589 -2.1300 -1.3124  -0.5772
C -1.0771 9.1042 -3.1834  -0.7823
O -1.3173 7.7497 -2.8073  -0.2989
C -0.3173 7.1128 -2.2119  0.7616
O 0.7987 7.5370 -2.0647  -0.6275
O -0.7502 5.9164 -1.8544  -0.0985
C 0.1255 5.0382 -1.1628  -0.2362
H -2.0398 9.6082 -3.1092  0.2532
H -0.7830 9.1751 -4.2309  0.2725
H -0.3388 9.5527 -2.5261  0.3470
H 0.8420 4.6117 -1.8661  -0.0568
H -0.4479 4.2798 -0.6433  -0.1251
H 0.7288 5.6228 -0.4640  0.4758
C -3.1724 -4.4064 6.2291  -0.3859
O -3.1409 -3.4011 7.2564  -0.3992
C -2.4368 -2.3089 6.9378  0.4975
O -1.6201 -2.2492 6.0645  -0.1481
O -2.6620 -1.2873 7.7547  -0.3166
C -3.7596 -1.3069 8.6819  -0.7287
H -3.8005 -5.2139 6.5800  0.3453
H -2.1613 -4.7497 6.0052  0.0463
H -3.5529 -3.9720 5.3033  0.2049
H -3.7564 -2.2315 9.2564  0.4004
H -4.7028 -1.1821 8.1591  0.2556
H -3.5323 -0.4943 9.3641  0.2247
C 4.0831 7.4998 -1.0763  -0.4597
O 3.8149 6.4975 -0.0852  -0.4056
C 3.3782 5.3469 -0.5736  0.7374
O 3.2481 5.0558 -1.7327  -0.3494
O 3.1521 4.5195 0.4461  -0.3795
C 2.7317 3.1986 0.1478  0.1688
H 4.3574 8.3867 -0.5136  0.2795
H 3.1848 7.6928 -1.6590  0.1263
H 4.9011 7.2062 -1.7305  0.2582
H 2.5494 3.0744 -0.9166  -0.2838
H 1.8028 3.0231 0.6969  0.0311
H 3.4615 2.4891 0.5324  0.3984
C 0.1770 0.7532 -0.8952  0.5709
O -0.0202 -0.4244 -0.1092  1.0390
C 0.0467 -0.3545 1.2166  0.0133
O 0.3111 0.6346 1.8582  -0.5433
O -0.1730 -1.5776 1.6541  -0.4151
C -0.2476 -1.9216 3.0233  -0.1987
H 1.2238 0.8216 -1.2062  0.1282
H -0.1285 1.6646 -0.3906  -0.1245
H -0.4078 0.6061 -1.7991  -0.9322
H -1.1561 -1.5935 3.5220  0.3473
H 0.6329 -1.5668 3.5660  0.1224
H -0.2085 -3.0068 3.0599  -0.0390
C 6.4996 -1.7445 -4.7468  -0.5891
O 5.3614 -1.3456 -3.9990  -0.0973
C 4.9712 -2.0545 -2.9467  0.5285
O 5.4370 -3.0823 -2.5483  -0.5917
O 3.9471 -1.3897 -2.4154  0.0480
C 3.3469 -1.9578 -1.2448  -0.0818
H 6.6931 -0.9681 -5.4736  0.0038
H 6.3046 -2.7092 -5.2203  0.3085
H 7.3862 -1.8630 -4.1196  0.3462
H 4.0388 -1.9179 -0.4075  0.4503
H 3.0449 -2.9759 -1.4761  0.0028
H 2.4450 -1.3750 -1.0824  -0.2786
C -2.2304 -4.8378 2.0092  0.0703
O -3.3863 -5.1435 1.2443  -0.4430
C -4.2022 -4.1513 0.9069  0.8892
O -4.0239 -2.9768 1.0853  -0.6086
O -5.2891 -4.6908 0.3621  -0.3919
C -6.3683 -3.8136 0.0844  -0.4702
H -1.5521 -5.6762 1.8620  0.2192
H -2.4179 -4.7674 3.0794  0.0975
H -1.6871 -3.9650 1.6522  -0.0083
H -6.4865 -3.6489 -0.9840  0.0261
H -6.2521 -2.8726 0.6213  0.2536
H -7.2780 -4.2728 0.4761  0.3414
C -6.1904 -4.0173 -4.0955  -0.6883
O -5.8880 -2.7167 -3.6164  -0.3869
C -4.7687 -2.6464 -2.8811  0.9297
O -4.1076 -3.5868 -2.5337  -0.4948
O -4.5135 -1.3644 -2.6749  -0.4635
C -3.6733 -0.8945 -1.6291  0.6216
H -5.3290 -4.4698 -4.5919  0.3140
H -6.9485 -3.8875 -4.8649  0.2680
H -6.5263 -4.7043 -3.3220  0.2671
H -3.6848 -1.5501 -0.7550  -0.2216
H -4.0500 0.0600 -1.2735  0.0978
H -2.6520 -0.8020 -1.9978  -0.2293



Calculated total energy (Ha)
-2789.25952 -5154.56101
M (g/mol)
921.124 1351.170